Entry 1:
Entry from OMol25: a molecular structure, C26H43BN7OSeTa (wB97M-V/def2-TZVPD).

Computed properties:
Molar mass ... 740.40 g/mol
Total energy ... -3957.91348 hartree
Energy relative to the best compared isomer or geometry (same formula, charge and spin) ... 0.000 eV
Strongest force on any atom ... 0.012 hartree/bohr
HOMO level ... -0.5573 Ha
Net charge ... +2
Gap between HOMO and LUMO ... 7.39 eV

Each line ends with the Löwdin charge.
Element x y z (Å)
Ta  -0.04570  0.17994  -1.20093  1.655
C  -0.13138  -4.95037  0.73247  0.029
C  -0.82854  -3.79656  0.10419  -0.218
C  -2.14514  -3.66873  -0.31846  0.082
C  -2.29218  -2.39165  -0.85120  -0.175
N  -1.10035  -1.75345  -0.78990  -0.013
N  -0.19686  -2.65892  -0.19210  0.059
B  0.95765  -1.71556  0.20921  -0.517
N  2.43127  -1.34954  -0.15111  0.069
N  2.18856  -0.08769  -0.69952  -0.083
C  3.29338  0.63784  -0.56748  -0.203
C  4.27567  -0.14509  0.05064  0.087
C  3.69548  -1.37586  0.32033  -0.225
C  4.29051  -2.59114  0.94001  0.022
C  3.30663  2.07052  -1.02956  -0.526
C  4.00591  2.16904  -2.39214  -0.009
C  4.04346  2.92767  0.00503  -0.019
C  1.85754  2.56342  -1.14459  -0.066
N  0.51441  -0.81849  1.36576  0.045
N  -0.04198  0.37084  0.95291  -0.016
C  -0.30481  1.09595  2.07177  -0.173
C  0.09312  0.34655  3.17396  0.071
C  0.60226  -0.85058  2.69958  -0.206
C  1.14217  -2.01992  3.44298  0.037
C  -0.89859  2.48369  2.14890  -0.536
C  -1.51279  2.95199  0.83628  -0.051
C  -2.00236  2.47441  3.21819  -0.023
C  0.21716  3.45149  2.57708  -0.013
C  -3.55580  -1.76250  -1.38117  -0.528
C  -4.68852  -2.79105  -1.37684  -0.040
C  -3.94192  -0.60220  -0.44867  -0.025
C  -3.33783  -1.27788  -2.81844  -0.025
H  -0.85314  -5.69488  1.05722  0.101
H  0.45964  -4.64158  1.59538  0.078
H  0.54154  -5.42028  0.01362  0.107
H  -2.90472  -4.42747  -0.25097  0.131
H  0.78620  -1.33645  -0.94773  0.004
H  5.29057  0.13795  0.27412  0.135
H  5.28040  -2.36806  1.32886  0.100
H  4.38726  -3.38329  0.19642  0.105
H  3.67952  -2.97457  1.75708  0.072
H  5.03037  1.80307  -2.32815  0.101
H  4.03891  3.20956  -2.71679  0.103
H  3.48305  1.58799  -3.15429  0.072
H  5.08856  2.63002  0.08738  0.095
H  3.58563  2.84656  0.99303  0.092
H  4.02336  3.97411  -0.30042  0.102
H  1.32804  2.05083  -1.97274  0.027
H  1.81692  3.61632  -1.42709  0.122
H  1.33263  2.46779  -0.18835  0.054
H  0.01317  0.63069  4.20889  0.136
H  1.11858  -1.82413  4.51160  0.103
H  2.17573  -2.22348  3.16195  0.079
H  0.54463  -2.91276  3.25245  0.091
H  -2.31688  2.28540  0.52022  0.077
H  -0.77726  3.04233  0.03501  0.056
H  -1.94550  3.94167  0.98365  0.109
H  -2.79270  1.76586  2.96517  0.098
H  -2.44372  3.46871  3.28634  0.101
H  -1.61396  2.21935  4.20327  0.087
H  1.02423  3.49149  1.84161  0.073
H  0.64722  3.16345  3.53626  0.096
H  -0.19368  4.45623  2.68002  0.103
H  -4.90208  -3.15613  -0.37140  0.095
H  -4.46076  -3.64083  -2.02150  0.100
H  -5.59624  -2.32199  -1.75571  0.102
H  -4.18487  -0.97140  0.54885  0.100
H  -4.82360  -0.09382  -0.84125  0.102
H  -3.13684  0.12896  -0.34791  0.041
H  -3.09071  -2.10901  -3.48023  0.107
H  -2.54093  -0.54121  -2.89740  0.019
H  -4.25133  -0.81456  -3.19294  0.108
C  -2.41422  2.12431  -2.29971  -0.059
O  -1.39679  1.28904  -1.73591  -0.465
H  -2.20599  3.15181  -2.01211  0.101
H  -3.37876  1.80034  -1.91661  0.091
H  -2.37326  2.00672  -3.38182  0.075
Se  0.93067  -0.40024  -3.47529  0.804
C  -0.49968  0.22153  -4.45868  -0.717
N  -1.39962  0.62784  -5.05050  0.120

Entry 2:
Entry from OMol25: a molecular structure, C26H43BrN6P2Pb (wB97M-V/def2-TZVPD).

Computed properties:
Molar mass ... 788.72 g/mol
Total energy ... -4792.91560 hartree
Energy relative to the best compared isomer or geometry (same formula, charge and spin) ... 0.736 eV
Strongest force on any atom ... 0.084 hartree/bohr
HOMO level (alpha / beta) ... -0.7033 / -0.7047 Ha
Net charge ... +4
Gap between HOMO and LUMO (alpha / beta) ... 4.90 / 5.09 eV

Each line ends with the Löwdin charge.
Element x y z (Å)
N  3.18691  -6.27560  3.77277  0.144
C  3.92474  -5.17428  3.65970  -0.059
C  3.40826  -3.95535  3.20093  0.034
C  2.05329  -3.89515  2.80131  -0.201
C  1.27424  -5.04780  3.00280  0.019
C  1.89133  -6.21748  3.46785  -0.054
C  1.52319  -2.67649  2.12279  -0.276
Pb  0.28402  -0.99850  3.06691  1.589
P  -1.58150  2.76026  2.92439  1.261
C  0.17433  -2.64153  1.56104  -0.325
C  -0.10580  -1.97302  0.29872  -0.215
C  -1.38073  -1.40435  0.08941  -0.041
C  -1.59329  -0.53993  -0.93500  -0.130
C  -0.48253  -0.06640  -1.79965  -0.780
C  0.73751  -0.90005  -1.71112  -0.118
C  0.88620  -1.79951  -0.71070  -0.008
Br  -0.00281  1.73672  -1.13355  0.890
H  2.30592  -2.14871  1.55426  0.096
H  -0.58366  -3.36284  1.91151  0.142
H  4.06192  -3.08238  3.12847  0.131
H  0.20970  -5.07517  2.76496  0.117
H  4.97685  -5.25662  3.93046  0.139
H  1.29806  -7.13012  3.57760  0.142
H  -2.18361  -1.61719  0.80827  0.149
H  1.79886  -2.40650  -0.65330  0.153
H  -2.56130  -0.06061  -1.05255  0.107
H  1.55124  -0.68479  -2.40826  0.125
P  -1.09072  0.06028  -3.58630  1.015
C  0.16808  2.38307  3.30338  -0.444
C  0.46547  2.58582  4.78866  -0.113
H  0.84569  2.97050  2.66816  0.093
H  0.30948  1.34446  2.97774  -0.101
H  1.45878  2.18209  5.03536  0.079
H  0.46000  3.65611  5.03823  0.103
H  -0.28874  2.09846  5.42376  0.089
C  -2.27691  1.48451  1.80350  -0.429
C  -3.66987  1.88401  1.29572  -0.111
H  -2.33275  0.54701  2.38386  0.055
H  -1.57497  1.35392  0.96202  0.005
H  -4.16950  1.01108  0.85577  0.088
H  -4.30555  2.24901  2.11417  0.098
H  -3.61817  2.67350  0.53349  0.083
C  -1.26856  4.10836  1.65323  -0.355
C  -1.66317  5.51312  2.10642  -0.114
H  -1.81685  3.84570  0.73894  0.069
H  -0.19311  4.10897  1.42511  0.082
H  -1.46195  6.23598  1.30522  0.100
H  -2.73348  5.56612  2.34075  0.090
H  -1.08052  5.82744  2.97976  0.088
C  -0.16283  1.37654  -4.41091  -0.354
C  -0.60396  1.73238  -5.82425  -0.085
H  0.89106  1.07097  -4.41006  0.100
H  -0.24918  2.25064  -3.75034  0.051
H  -0.40689  0.92083  -6.53258  0.091
H  -1.67007  1.97840  -5.85023  0.081
H  -0.03761  2.60717  -6.16007  0.107
C  -2.86062  0.41327  -3.60533  -0.304
C  -3.78603  -0.79159  -3.44160  -0.097
H  -3.04915  0.91712  -4.56439  0.110
H  -3.03208  1.16632  -2.82529  0.100
H  -3.71621  -1.46808  -4.30009  0.091
H  -3.59182  -1.36340  -2.52729  0.070
H  -4.81975  -0.43393  -3.38131  0.105
C  -0.82371  -1.50859  -4.44545  -0.297
C  0.56691  -1.74532  -5.02960  -0.095
H  -1.59342  -1.54670  -5.23314  0.118
H  -1.07914  -2.29870  -3.72250  0.113
H  1.28806  -2.01177  -4.24988  0.070
H  0.51444  -2.59770  -5.72003  0.109
H  0.93387  -0.87208  -5.58507  0.077
N  4.18317  0.64302  -0.45860  0.169
N  3.47877  0.94352  0.69837  -0.211
N  4.14036  1.54404  1.71709  0.194
C  3.35898  1.23012  2.74388  -0.146
N  2.34749  0.40080  2.41118  -0.100
N  2.50066  0.12346  1.10507  0.063
H  3.53875  0.65463  -1.24938  0.100
H  4.96731  1.27330  -0.54018  0.128
H  3.53868  1.59521  3.75501  0.141

Entry 3:
Entry from OMol25: 7 unconnected molecules or ions with the total composition C26H43Cl2N3O6 (wB97M-V/def2-TZVPD).

Computed properties:
Molar mass ... 564.55 g/mol
Total energy ... -2552.56933 hartree
SMILES ... O=C1CCCO1.O=C1CCCO1.O=C1CCCO1.CCCC#N.CCCC#N.CCCC#N.ClCCCl
Strongest force on any atom ... 0.085 hartree/bohr
HOMO level ... -0.3703 Ha
Gap between HOMO and LUMO ... 10.75 eV

Each line ends with the Löwdin charge.
Element x y z (Å)
C  -2.50351  1.78572  5.99052  -0.090
C  -2.05988  1.44980  4.55325  -0.257
C  -3.23230  1.37075  3.60086  -0.182
C  -3.62305  2.72997  3.14018  -0.214
N  -3.85576  3.77504  2.75221  0.141
H  -3.05255  0.90698  6.43670  0.094
H  -3.14189  2.66222  6.08033  0.069
H  -1.61752  2.00726  6.56584  0.061
H  -1.57844  0.47049  4.54442  0.106
H  -1.35955  2.11614  4.19098  0.065
H  -4.09327  0.83820  4.00795  0.124
H  -3.05927  0.78076  2.74117  0.077
C  -5.59196  4.21331  -1.15989  -0.113
C  -5.16223  2.87529  -0.55710  -0.236
C  -6.30840  1.83375  -0.47360  -0.189
C  -5.86923  0.61444  0.16792  -0.232
N  -5.45108  -0.17965  0.84502  0.162
H  -6.22608  4.85859  -0.55707  0.066
H  -6.25087  4.10534  -2.04319  0.074
H  -4.79154  4.90678  -1.49088  0.079
H  -4.77142  2.97968  0.43818  0.063
H  -4.40554  2.40087  -1.20935  0.116
H  -6.67606  1.60738  -1.43680  0.098
H  -7.15459  2.29503  0.06029  0.132
C  1.08635  2.06707  2.40060  -0.135
C  0.55521  0.86919  1.77553  -0.236
C  0.61509  0.93445  0.15238  -0.131
C  1.98862  1.26185  -0.17967  -0.240
N  3.04813  1.54135  -0.45275  0.189
H  0.53217  2.93518  2.10072  0.081
H  2.14015  2.20351  2.27755  0.065
H  0.98864  2.00029  3.51869  0.093
H  -0.50432  0.62864  2.10427  0.100
H  1.14293  -0.05790  1.95958  0.113
H  -0.04050  1.69162  -0.17940  0.101
H  0.29436  0.10073  -0.44209  0.064
O  -1.18673  -1.58422  2.70620  0.099
C  -1.30212  -2.24244  1.70664  -0.443
O  -0.64974  -3.48103  1.61555  -0.005
C  -1.13061  -4.22347  0.47984  -0.169
C  -2.19510  -3.40095  -0.17209  -0.134
C  -2.11378  -2.01856  0.49861  -0.083
H  -1.45664  -5.18870  0.86036  0.116
H  -0.22085  -4.50234  -0.12695  0.130
H  -3.16341  -3.79466  0.07534  0.110
H  -2.15122  -3.28750  -1.26309  0.101
H  -3.08010  -1.63196  0.76595  0.101
H  -1.59556  -1.32536  -0.14933  0.072
O  1.32455  -2.04822  -0.27059  0.063
C  2.41953  -2.55751  -0.25594  -0.502
O  2.77864  -3.58258  -1.01112  0.032
C  4.13115  -4.06480  -0.60032  -0.109
C  4.78082  -2.87441  0.07001  -0.141
C  3.54763  -2.06162  0.66647  -0.028
H  4.57311  -4.38997  -1.56196  0.133
H  4.04250  -4.92900  0.04347  0.116
H  5.21486  -2.23299  -0.68337  0.079
H  5.58599  -3.15699  0.79007  0.124
H  3.63283  -0.99366  0.35650  0.106
H  3.27314  -2.27536  1.69684  0.124
O  4.05058  -1.10767  -2.47902  0.088
C  4.45375  -0.06281  -2.93460  -0.469
O  3.82967  0.88234  -3.62090  0.023
C  4.66585  2.01344  -3.77831  -0.199
C  6.07602  1.54766  -3.85030  -0.144
C  6.01440  0.33069  -2.84450  -0.032
H  4.55729  2.74082  -2.91779  0.144
H  4.24008  2.44892  -4.66102  0.124
H  6.69569  2.43210  -3.59922  0.123
H  6.36181  1.13673  -4.82447  0.116
H  6.24850  0.43896  -1.79031  0.112
H  6.42777  -0.60290  -3.25534  0.115
Cl  -1.76668  -0.70418  -2.82998  0.569
C  -0.24721  -1.62073  -2.96130  -0.651
C  0.74128  -0.91631  -3.86925  -0.674
Cl  0.39367  -1.07737  -5.60569  0.547
H  -0.51999  -2.61301  -3.35165  0.073
H  0.24515  -1.77471  -1.94366  0.061
H  1.74727  -1.33705  -3.67030  0.070
H  0.71540  0.11329  -3.67283  0.035